The following is a quantum chemistry calculation of one molecule with the formula C3H6N2O2 at a distorted geometry, from the OMol25 dataset.

Positions of all 13 atoms, in Å:
H 1.903 -2.452 -0.822
H 0.785 1.798 -0.386
H -0.770 2.623 -0.683
H -0.197 2.360 0.963
N -0.219 -0.468 0.427
O -2.195 0.554 -0.045
N 1.118 -2.158 -0.259
H -0.447 -2.293 0.857
H 1.332 -0.154 -0.902
C -0.233 1.933 -0.034
C 0.836 -0.924 -0.309
O -0.905 -1.464 1.122
C -1.006 0.646 0.069

Values from the calculation:
- SMILES = [H]/N=C/N(O)C(C)=O
- F_max (eV/Å) = 1.02
- DFT total energy (hartree) = -377.84614
- highest occupied orbital energy (eV) = -9.4
- gap between HOMO and LUMO (eV) = 10.09